# 1
Density functional theory data (wB97M-V/def2-TZVPD) for 2 unconnected molecules or ions with the total composition H3O4SSi at a distorted geometry.

Element x y z (Å)
1 O 2.3708 -0.0266 2.0395
2 O 0.0059 0.3233 2.3950
3 O 1.2990 1.9978 1.0989
4 O 0.6526 -0.4579 -1.1527
5 Si -0.8252 -0.5906 -1.4808
6 S 1.1854 0.7021 1.6793
7 H -1.6942 0.7356 -1.3475
8 H -1.2852 -1.1557 -2.8155
9 H -1.7090 -1.5281 -0.4162

Computed properties:
Orbital gap: 6.901 eV
2S+1: 1
E_tot: -990.45075 a.u.
Net charge: -1
Relative energy (zero: lowest compared OMol25 entry of this formula, charge and spin): 204.6 kJ/mol

How is the electron density shared among the atoms? According to Mulliken, the charges in e are: -0.4392 -0.4098 -0.3926 -0.5608 0.1697 1.1328 -0.1543 -0.1928 -0.1530

=====

# 2
Density functional theory data (wB97M-V/def2-TZVPD) for a molecular structure, C17H31F3O2P2Ti at a distorted geometry.

Element x y z (Å)
1 P -0.1549 1.4257 -1.7538
2 P -1.3510 -2.2571 -0.6829
3 C -0.9567 -0.0160 -2.5838
4 C -1.9643 -0.9044 -1.8154
5 H -0.1958 -0.6117 -3.1256
6 H -1.5390 0.4757 -3.3833
7 H -2.6740 -0.2673 -1.2545
8 H -2.5790 -1.4538 -2.5506
9 C -0.9850 -3.5957 -1.8241
10 H -0.5908 -4.4616 -1.2896
11 H -0.2668 -3.3041 -2.5940
12 H -1.9221 -3.8762 -2.3098
13 C -2.8205 -2.7127 0.2236
14 H -3.3431 -3.4770 -0.3611
15 H -3.4893 -1.8519 0.3354
16 H -2.5687 -3.1248 1.2051
17 C 0.6762 2.0779 -3.2618
18 H 1.2114 3.0106 -3.0438
19 H -0.0828 2.2770 -4.0347
20 H 1.3998 1.3483 -3.6595
21 C -1.3839 2.6684 -1.3594
22 H -2.1995 2.2746 -0.7337
23 H -1.8137 3.0579 -2.2965
24 H -0.9187 3.5138 -0.8330
25 Ti -0.6448 2.1489 2.5153
26 C 0.1312 -2.3671 0.5031
27 C 1.4591 -2.2311 -0.0518
28 C 1.6661 -1.5475 -1.2957
29 C 2.4965 -0.2364 -1.2146
30 C 1.6149 0.9417 -0.9763
31 C 0.4785 0.9730 -0.0335
32 C -0.4822 0.0765 0.7595
33 C -0.0756 -1.2054 1.5387
34 C -0.2183 4.0295 3.2016
35 H -0.0218 -3.3457 0.9852
36 H 2.2718 -2.2732 0.6639
37 H 0.6500 -1.2269 -1.5748
38 H 2.0901 -2.1874 -2.0898
39 H 3.2646 -0.2678 -0.4167
40 H 3.0425 -0.0994 -2.1650
41 H 2.1734 1.8899 -0.9824
42 H 0.4666 1.9665 0.5568
43 H -1.3052 -0.1739 0.0699
44 H -1.1590 0.6444 1.5304
45 H 0.8005 -0.9954 2.1680
46 H -0.9002 -1.4734 2.2371
47 H -0.8781 4.0864 4.0939
48 H -0.5555 4.7464 2.4339
49 H 0.8435 4.1731 3.4817
50 F 3.4054 0.9595 4.5566
51 C 2.3954 0.1876 4.1241
52 F 2.8793 -0.6493 3.1644
53 F 1.9661 -0.5803 5.1395
54 C 1.2192 1.0390 3.5336
55 O 1.4178 1.8967 2.5937
56 O 0.0203 0.8854 3.9364

Computed properties:
Orbital gap (alpha / beta): 4.120 / 3.800 eV
2S+1: 3
E_tot: -2648.23930 a.u.
Net charge: 0
Relative energy (zero: lowest compared OMol25 entry of this formula, charge and spin): 285.0 kJ/mol

How is the electron density shared among the atoms? According to Mulliken, the charges in e are: 1.1698 1.7284 -1.1844 -1.2392 0.3190 0.7096 0.4553 0.5930 -1.4409 0.4363 0.3018 0.5184 -1.6017 0.4404 0.4302 0.4299 -1.5913 0.4069 0.4948 0.3350 -1.4343 0.3273 0.4047 0.3895 0.0068 0.0670 -1.8733 1.2130 -1.2344 -1.3993 1.2343 1.1927 -0.4652 -1.3222 0.6308 0.3368 -1.6643 0.4359 0.4044 0.3466 0.4742 0.2593 -0.4591 -0.2402 -0.1980 0.2362 0.3424 0.3505 0.2938 -0.2519 0.7635 -0.1910 -0.2693 0.8910 -0.5832 -0.7263

=====

# 3
Density functional theory data (wB97M-V/def2-TZVPD) for 4 unconnected molecules or ions with the total composition C48H97N13O8P4 at a distorted geometry.

Element x y z (Å)
1 C 0.2303 3.4500 -5.3207
2 C 0.4284 3.1916 -3.7090
3 C -0.4518 4.2450 -2.7592
4 C -1.9922 4.4678 -3.2983
5 C -3.0652 4.8209 -2.0797
6 C -2.4758 5.9267 -0.9981
7 C -3.5729 6.2844 0.2102
8 C -4.1315 4.8828 0.8506
9 C -4.3193 4.8884 2.4810
10 C -3.5798 3.4972 3.0427
11 C -2.2412 3.5746 4.0421
12 C -1.5936 5.0308 4.5391
13 C -0.8872 5.8805 3.3282
14 O -1.5952 7.1831 3.0957
15 C 0.6913 6.3210 3.6598
16 N 0.8260 7.1577 4.9152
17 C -1.5391 2.1470 4.5580
18 P 0.0297 2.1626 5.7124
19 N -0.4506 2.7832 7.3526
20 O 1.2386 3.2142 5.0032
21 C -2.0724 0.6533 4.1197
22 N -1.4841 -0.6712 4.5547
23 C -3.3833 0.6213 3.0981
24 C -4.1596 2.0048 2.5673
25 C -5.4695 1.8341 1.5409
26 O -6.5996 2.5437 1.6737
27 C -5.2557 0.6588 0.3695
28 C -5.7393 0.9025 -1.1778
29 C -5.4223 -0.3246 -2.2549
30 C -4.6529 -1.6869 -1.7337
31 C -4.3396 -2.8314 -2.9127
32 C -4.1652 -1.9367 -0.1534
33 N -3.4395 -3.2164 0.1866
34 C -2.0404 -2.9931 0.7077
35 C -4.2544 -4.1587 1.0405
36 C -3.6099 -4.9053 2.3854
37 O -5.5394 -4.4650 0.7250
38 C -4.4852 -0.7265 0.9036
39 C -4.0335 -0.8015 2.5054
40 O -4.1987 -1.8649 3.2952
41 H 1.1901 3.0927 -5.9264
42 H 0.0526 4.6036 -5.4679
43 H -0.6858 2.8287 -5.7003
44 H 0.1787 2.0562 -3.4664
45 H 1.5866 3.3161 -3.4863
46 H -0.4114 3.7626 -1.6680
47 H 0.1583 5.2536 -2.7509
48 H -2.3570 3.4190 -3.7355
49 H -2.0067 5.2906 -4.1545
50 H -4.0944 5.2212 -2.5300
51 H -3.3322 3.7786 -1.5862
52 H -2.3708 6.9437 -1.6130
53 H -1.4355 5.6431 -0.5432
54 H -4.4821 6.7956 -0.3479
55 H -3.1384 7.0371 0.9943
56 H -3.3756 4.0176 0.5814
57 H -5.1804 4.5555 0.3863
58 H -5.4853 4.8394 2.7246
59 H -3.9190 5.8530 3.0092
60 H -0.8046 4.9136 5.3954
61 H -2.5228 5.6718 4.9172
62 H -0.8457 5.2196 2.3450
63 H -1.2884 7.4396 2.1558
64 H 0.9975 7.0378 2.7555
65 H 1.4349 5.4164 3.6140
66 H 0.2141 6.8264 5.6934
67 H 0.6453 8.1593 4.6651
68 H 0.4339 3.2123 7.7468
69 H -0.5879 1.8834 7.9017
70 H 2.1647 2.8675 5.1749
71 H -2.2377 -1.3217 4.9308
72 H -0.8141 -0.5775 5.3500
73 H -6.2572 1.9099 -1.5017
74 H -5.7183 -0.1909 -3.4040
75 H -3.3211 -2.4812 -3.4233
76 H -5.1608 -2.8595 -3.7481
77 H -4.1125 -3.8653 -2.4112
78 H -1.9695 -2.5276 1.7785
79 H -1.4770 -4.0436 0.7738
80 H -1.4496 -2.3694 -0.1191
81 H -4.4496 -5.3862 3.0485
82 H -2.8285 -5.7136 1.9859
83 H -2.9854 -4.1704 3.0586
84 C 3.2097 -5.8539 -1.4761
85 N 2.9588 -6.8518 -0.4397
86 C 3.7226 -6.4627 0.7557
87 P 1.3618 -7.3380 -0.0425
88 O 0.9170 -5.8749 0.1998
89 N 0.3940 -7.5888 -1.4134
90 C 0.8638 -7.6619 -2.7836
91 C -0.9496 -7.0130 -1.3889
92 N 1.8731 -9.0201 -0.3209
93 C 1.3740 -9.8833 0.7530
94 C 3.2102 -9.4590 -0.7084
95 H 4.2822 -5.6395 -1.5611
96 H 2.6943 -4.9074 -1.2834
97 H 2.9224 -6.2158 -2.4602
98 H 3.5914 -7.2045 1.5506
99 H 3.4001 -5.4913 1.1467
100 H 4.7958 -6.4183 0.5401
101 H 0.9647 -6.6686 -3.2309
102 H 0.1604 -8.2329 -3.4020
103 H 1.8183 -8.1847 -2.8729
104 H -0.9331 -5.9506 -1.6580
105 H -1.3925 -7.1095 -0.3927
106 H -1.6215 -7.5334 -2.0802
107 H 1.9266 -9.7111 1.6831
108 H 1.4467 -10.9422 0.4851
109 H 0.3162 -9.6773 0.9450
110 H 3.9433 -9.3070 0.0909
111 H 3.5624 -8.9581 -1.6154
112 H 3.2062 -10.5276 -0.9556
113 C 4.4464 3.2532 -9.3657
114 N 3.2134 2.6169 -9.8217
115 C 3.0496 1.3617 -9.0723
116 P 1.7428 3.4959 -9.9175
117 O 1.8529 3.9493 -8.4412
118 N 1.9464 5.0408 -10.5890
119 C 3.1353 5.5238 -11.2649
120 C 1.2907 6.1523 -9.9020
121 N 1.6162 2.9747 -11.6148
122 C 0.2508 2.5283 -11.9047
123 C 2.5626 2.1191 -12.3240
124 H 5.2698 2.5292 -9.3294
125 H 4.3480 3.6972 -8.3698
126 H 4.7835 4.0191 -10.0596
127 H 2.1520 0.8314 -9.4078
128 H 2.9513 1.5400 -7.9957
129 H 3.8962 0.6877 -9.2431
130 H 3.8766 5.9063 -10.5569
131 H 2.8826 6.3404 -11.9522
132 H 3.6059 4.7583 -11.8851
133 H 1.8852 6.5005 -9.0495
134 H 0.3047 5.8510 -9.5348
135 H 1.1261 6.9996 -10.5767
136 H 0.0471 1.5597 -11.4353
137 H 0.0739 2.4475 -12.9821
138 H -0.4750 3.2509 -11.5181
139 H 2.5539 1.0910 -11.9466
140 H 3.5847 2.5074 -12.2779
141 H 2.3191 2.0820 -13.3928
142 C 4.1698 -0.9362 7.5647
143 N 3.0901 -0.9501 8.5481
144 C 2.8273 0.4405 8.9494
145 P 1.6355 -1.8132 8.2584
146 O 1.4115 -1.0922 6.9067
147 N 1.9079 -3.3497 7.5922
148 C 3.1902 -4.0213 7.5008
149 C 1.0737 -3.7351 6.4552
150 N 1.8930 -2.6422 9.8124
151 C 0.6407 -2.6904 10.5718
152 C 3.0046 -2.4189 10.7318
153 H 4.9981 -0.3011 7.9023
154 H 3.8441 -0.5681 6.5865
155 H 4.6117 -1.9215 7.4394
156 H 2.0450 0.4754 9.7150
157 H 2.4963 1.0529 8.1032
158 H 3.7198 0.8986 9.3895
159 H 3.7478 -3.7107 6.6122
160 H 3.0525 -5.1079 7.4414
161 H 3.8144 -3.8562 8.3813
162 H 1.4589 -3.3169 5.5181
163 H 0.0467 -3.3831 6.5935
164 H 1.0180 -4.8241 6.3496
165 H 0.3854 -1.7023 10.9700
166 H 0.6988 -3.4049 11.3992
167 H -0.1815 -3.0183 9.9277
168 H 2.9618 -1.4297 11.1999
169 H 3.9758 -2.5401 10.2423
170 H 2.9940 -3.1662 11.5345

Computed properties:
Orbital gap: 6.489 eV
SMILES: CCCCCCCCCc1c(C[C@@H](O)CN)c(P(N)O)c(N)c2c1C(=O)c1ccc(C)c(N(C)C(C)=O)c1C2=O.CN(C)P(=O)(N(C)C)N(C)C.CN(C)P(=O)(N(C)C)N(C)C.CN(C)P(=O)(N(C)C)N(C)C
2S+1: 1
E_tot: -4565.02863 a.u.
Net charge: 0
Relative energy (zero: lowest compared OMol25 entry of this formula, charge and spin): 3409.2 kJ/mol

Mulliken population analysis, charges in e, atoms 1 to 99: -0.5569 -0.5720 -0.4110 -0.4021 -0.4100 -0.5957 -0.3911 -0.5690 -0.6157 -0.3946 0.2230 -0.7732 0.6643 -0.6005 -0.5610 -0.5837 0.0059 0.1829 -0.7113 -0.5332 -0.0526 -0.3261 0.0007 0.6169 0.2124 -0.5474 -0.0264 -0.4752 -0.6185 0.6006 -1.1190 -0.4705 0.2754 -0.6036 0.5674 -0.6764 -0.6149 0.8749 -0.0553 -0.5354 0.1052 0.1631 0.2274 0.2466 0.3268 0.2104 0.2089 0.2265 0.2846 0.2617 0.1108 0.3027 0.1504 0.3674 0.2086 0.2441 0.2126 0.3526 0.3353 0.1716 0.3508 0.0213 0.3836 0.3487 0.1308 0.2920 0.2723 0.2776 0.3406 0.2972 0.3000 0.0844 0.3582 0.2392 0.2696 0.3587 0.2503 0.1470 0.1623 0.2993 0.2923 0.1670 0.1507 -1.0098 0.1523 -1.2189 0.7296 -0.8725 0.3313 -1.0678 -0.9224 0.0802 -1.0558 -0.9697 0.3832 0.2660 0.2725 0.3705 0.3275

=====

# 4
Density functional theory data (wB97M-V/def2-TZVPD) for C18H20N2OS in the gas phase.

Element x y z (Å)
1 C -0.5241 -0.2505 6.4969
2 C -0.8572 0.1358 5.0866
3 C -0.8908 1.4930 4.7396
4 C -1.1946 1.9272 3.4674
5 C -1.4766 0.9622 2.5088
6 N -1.8147 1.0955 1.1832
7 C -1.9778 -0.1205 0.7479
8 S -2.4455 -0.5710 -0.8636
9 C -2.6848 1.0846 -1.6003
10 C -1.5110 1.5757 -2.4328
11 C -0.2276 1.7911 -1.6225
12 C 0.7049 0.5845 -1.6853
13 O 1.1815 0.4871 -3.0136
14 C 1.9794 -0.5578 -3.3574
15 C 2.3718 -0.6036 -4.6969
16 C 3.1821 -1.6212 -5.1532
17 C 3.6160 -2.6122 -4.2857
18 C 3.2304 -2.5689 -2.9596
19 C 2.4171 -1.5509 -2.4881
20 N -1.7629 -1.0782 1.6996
21 C -1.4401 -0.4068 2.8562
22 C -1.1329 -0.8328 4.1357
23 H -1.2521 0.1738 7.1874
24 H 0.4575 0.1320 6.7738
25 H -0.5222 -1.3308 6.6162
26 H -0.6702 2.2214 5.5066
27 H -1.2185 2.9752 3.2162
28 H -3.5793 0.9932 -2.2167
29 H -2.8732 1.7453 -0.7556
30 H -1.8217 2.5230 -2.8795
31 H -1.3084 0.8784 -3.2477
32 H 0.3175 2.6460 -2.0240
33 H -0.4769 1.9955 -0.5803
34 H 0.1707 -0.3330 -1.4097
35 H 1.5451 0.7252 -0.9906
36 H 2.0248 0.1757 -5.3575
37 H 3.4775 -1.6434 -6.1918
38 H 4.2499 -3.4096 -4.6430
39 H 3.5641 -3.3349 -2.2745
40 H 2.1352 -1.5404 -1.4467
41 H -1.8501 -2.0713 1.5693
42 H -1.1124 -1.8836 4.3851

Computed properties:
Orbital gap: 8.405 eV
SMILES: Cc1ccc2nc(SCCCCOc3ccccc3)[nH]c2c1
2S+1: 1
E_tot: -1280.86570 a.u.
Net charge: 0
Relative energy (zero: lowest compared OMol25 entry of this formula, charge and spin): 45.8 kJ/mol

How is the electron density shared among the atoms? According to Mulliken, the charges in e are: -1.3908 0.9117 -0.6110 -0.7955 0.5904 -0.4737 0.1383 -0.2422 -0.6910 -0.6346 -0.9496 -0.4632 -0.3403 0.5473 -0.4393 -0.3975 -0.5370 -0.5736 -0.3222 -0.0290 0.5543 -1.1853 0.3242 0.3315 0.3371 0.4004 0.4407 0.4833 0.3845 0.3436 0.3242 0.4161 0.4347 0.3201 0.4930 0.3921 0.3624 0.3724 0.3452 0.3655 0.1737 0.2891